C26H50NO2Si2 | the ωB97M-V functional and the def2-TZVPD basis

Its highest occupied orbital energy is -11.3 eV. As for the charge: +1. The value obtained for the HOMO-LUMO gap is 6.499 eV. As for the SMILES: CC(C[C@@H](C)c1c(C)cc(C)cc1C)=[N+](O[Si](C)(C)C(C)(C)C)O[Si](C)(C)C(C)(C)C. The largest force on an atom comes out at 3.72 eV Å⁻¹. Its LUMO energy is -4.81 eV.

Positions of all 81 atoms, in Å:
H1 -3.5367 0.7169 -0.2265
Si1 1.4804 2.9498 0.6917
C1 -0.3384 -0.9762 -1.5439
H2 2.6653 2.2373 -1.4586
H3 2.0373 6.7026 1.4218
O1 -0.6923 0.4356 1.1708
H4 2.9961 -3.7036 -0.6506
H5 2.0894 -4.7935 0.3919
H6 0.4433 -1.6302 -3.2783
H7 -2.6152 -1.7741 2.8685
O2 -0.0691 2.3639 0.1042
C2 0.0552 -4.2299 -3.6585
C3 -0.2862 -5.5890 -3.6112
C4 1.6342 4.8843 0.3016
H8 1.5527 -3.1441 0.2068
H9 -0.9605 1.0885 -3.1531
H10 -0.8582 -1.4475 3.0612
H11 0.7454 3.1179 3.1441
C5 -2.1696 0.2549 3.5741
C6 0.4127 5.4580 -0.4371
H12 0.9874 5.5800 2.2944
C7 -0.4497 0.4648 -1.1514
H13 -0.8526 -6.0467 -4.4152
C8 0.8433 -2.1270 -2.3899
H14 3.0985 -2.1362 -2.1358
C9 -0.4275 -7.8113 -2.4408
H15 0.6469 -3.1323 -5.4231
H16 2.1233 -1.3356 -0.8684
H17 3.7871 4.6929 0.0007
H18 0.2433 4.9693 -1.3989
H19 1.0850 -6.4281 -0.6345
C10 -1.1322 0.9752 4.4804
C11 -0.6056 1.5094 -2.2001
C12 1.1515 -4.4625 -1.4981
H20 -0.1068 -8.2963 -1.5183
C13 -0.2663 -3.4782 -4.9329
N1 -0.0004 0.9426 0.0547
H21 -1.2466 -1.1909 -2.1960
C14 -1.8559 -1.2633 3.4772
H22 -4.5041 0.4536 1.2265
H23 1.4643 1.5463 2.7985
C15 1.9895 -3.9784 -0.3367
H24 -1.8966 -1.6712 4.4948
C16 -2.2366 2.8640 1.9757
H25 2.3359 -0.6184 -2.4907
C17 1.8505 5.6432 1.6333
Si2 -2.1722 1.0297 1.7682
H26 -0.0295 -8.4010 -3.2739
H27 -0.3544 -1.5324 -0.5741
C18 -3.5785 0.4524 4.1771
H28 -0.7964 -4.1135 -5.6550
H29 3.0960 6.1684 -0.6740
H30 -2.2906 3.4145 1.0286
C19 0.0470 -6.3835 -2.5140
H31 -1.4807 3.3720 2.5876
H32 -3.8237 1.5234 4.2780
H33 -0.4991 5.3845 0.1552
H34 -3.2028 3.0003 2.4829
H35 -3.5749 -0.0010 5.1838
H36 -0.1117 0.8896 4.0887
H37 2.4897 2.9680 2.9441
H38 -1.5221 -7.8851 -2.5032
C20 2.9214 5.0947 -0.5309
H39 -4.3490 -0.0452 3.5676
C21 2.6336 1.9400 -0.3986
H40 -0.9138 -2.6133 -4.7788
C22 1.5242 2.6159 2.5468
H41 0.3879 1.9396 -2.3869
C23 0.8048 -5.8181 -1.4826
H42 2.3425 0.8765 -0.3763
H43 2.7287 5.2541 2.1554
H44 -1.1749 0.4920 5.4660
C24 0.6747 -3.6088 -2.5143
C25 2.1729 -1.5536 -1.9535
H45 0.5691 6.5230 -0.6496
H46 -1.3966 2.0362 4.6046
H47 3.6677 2.0086 -0.0316
H48 2.8631 4.6302 -1.5143
C26 -3.5229 0.2516 0.7701
H49 -3.4642 -0.8338 0.6106
H50 -1.2767 2.3374 -1.9280

Atomic forces in eV per Å
-0.2 -0.1 0.1
-0.1 1.1 -0.3
-2.7 -0.9 2.4
-0.2 0.2 0.4
-0.1 -0.1 0.0
1.9 -0.7 -0.4
-0.1 0.0 0.0
0.0 0.2 -0.2
1.1 -0.7 -0.5
0.2 0.0 0.1
0.8 -1.1 0.1
-0.5 0.1 0.4
0.5 0.6 0.4
0.1 -0.7 0.3
-0.1 0.2 -0.1
0.2 -0.1 0.4
-0.2 0.0 0.1
0.2 0.0 -0.5
0.3 0.3 -1.1
0.3 0.0 0.0
0.0 0.0 0.1
2.8 -0.7 -1.9
0.2 0.2 -0.1
0.2 1.7 -2.0
-0.9 -0.1 0.0
0.0 -0.2 -0.1
0.0 0.0 0.1
0.4 0.0 -0.6
0.1 0.0 -0.1
0.0 -0.1 0.0
0.1 0.0 0.0
-0.5 -0.4 -0.3
-0.5 -0.2 -0.9
-0.3 -0.2 0.6
0.0 0.1 0.0
-0.2 0.0 -0.1
-3.3 1.0 0.2
1.0 0.2 1.0
-0.2 0.6 0.2
0.3 0.0 -0.1
0.0 0.2 -0.3
-0.1 -0.5 0.4
0.0 -0.2 -0.2
-0.6 0.6 -0.4
-0.1 0.2 0.2
0.0 -0.2 -0.4
0.0 -0.7 2.3
0.0 0.1 0.1
-0.5 0.2 -0.6
0.3 -0.1 0.0
0.2 0.0 0.3
-0.1 -0.1 0.0
-0.1 -0.1 0.1
0.0 0.1 0.4
-0.1 -0.5 -0.1
0.0 -0.4 0.0
-0.1 -0.1 0.0
0.1 0.2 0.0
-0.2 0.2 -0.3
-0.2 0.0 0.1
-0.2 -0.1 -0.1
0.3 0.1 0.0
-0.3 0.0 0.2
0.2 0.2 0.3
0.5 -0.3 0.3
0.1 0.1 0.1
0.4 -0.2 0.1
-0.2 0.1 0.1
-0.3 0.3 -0.8
0.3 0.4 0.1
-0.1 0.1 0.1
0.2 0.2 -0.1
-0.6 -0.3 0.3
0.6 0.5 0.5
0.1 -0.1 0.1
0.2 -0.3 0.0
-0.2 -0.1 -0.1
0.0 0.0 0.0
-0.5 0.3 -0.7
0.3 0.3 0.3
0.3 -0.3 0.2

Mulliken population analysis, charges in e, atoms 1 to 6: 0.3588, 0.3957, -1.4952, 0.2590, 0.4857, -0.0083

=====

C33H39CrN7 | the ωB97M-V functional and the def2-TZVPD basis

Its highest occupied orbital energy (spin up / spin down) is -13.6 / -13.9 eV. As for the charge: +2. The value obtained for the HOMO-LUMO gap (spin up / spin down) is 7.713 / 7.698 eV. The energy above the lowest of the compared OMol25 structures with the same formula, charge and spin is 0.00 kcal per mole. The largest force on an atom comes out at 0.29 eV Å⁻¹. The spin multiplicity is 5. Its LUMO energy (spin up / spin down) is -5.93 / -6.20 eV.

Positions of all 80 atoms, in Å:
C1 0.8797 2.7150 -4.2738
C2 -2.5989 1.1136 3.9146
H1 4.1299 0.5355 2.0424
H2 2.2047 -1.5103 3.7591
C3 2.6124 -2.3328 -1.7863
H3 2.9714 3.4974 -1.0038
H4 4.0036 -1.2100 2.1564
C4 -5.0338 0.7678 0.1359
H5 -0.5743 -3.2213 3.7812
N1 0.1327 1.2219 -2.0574
C5 -1.4797 1.0845 3.0943
C6 -1.4937 -1.3597 3.2254
H6 -3.0124 2.0703 4.2084
H7 3.8119 2.6553 0.2828
H8 1.1698 3.2973 -5.1380
C7 0.6035 3.3377 -3.0654
H9 0.3459 -0.4527 -3.2448
N2 1.9404 -0.0996 -0.0670
N3 0.1363 -0.1834 1.8161
C8 3.9082 -0.6730 -3.1528
C9 -1.3360 -2.2724 -2.1288
C10 1.7790 -0.5124 3.6235
N4 -0.2328 -3.2388 -0.5943
H10 0.0433 3.0067 -1.0201
C11 -4.2385 1.7119 -0.5415
H11 -0.4298 -5.2602 -1.1861
H12 -4.6761 2.6109 -0.9534
H13 4.1603 -1.4847 -3.8237
H14 3.2178 -3.0584 -2.3259
H15 -4.0458 -0.0197 5.0163
H16 0.3162 -3.3214 0.2475
C12 -3.1756 -0.0606 4.3751
C13 3.0152 2.5555 -0.4588
C14 -1.3840 -3.6419 -2.4083
C15 4.3756 0.6061 -3.4082
H17 -2.2901 2.2019 -1.2186
H18 4.4626 -0.4547 0.6143
H19 1.5787 -2.4493 -2.1244
H20 0.6747 4.4104 -2.9554
H21 2.5627 0.2033 3.8765
C16 0.2408 2.5572 -1.9865
N5 -2.2603 0.3956 -0.2084
C17 3.8316 -0.3614 1.4929
H22 -1.6798 -3.3503 2.4256
C18 -0.9222 -2.7108 2.8819
H23 -1.8781 -4.1334 -3.2268
H24 2.6459 -2.5956 -0.7276
H25 -6.9164 0.2625 0.7742
Cr1 -0.1698 0.0529 -0.2999
N6 -0.6359 -2.0296 -1.0213
H26 0.9473 -0.3909 4.3109
H27 0.9988 0.8084 -5.2726
H28 0.2421 2.3278 2.6497
H29 -1.7939 -1.4553 -2.6645
H30 4.4423 2.6377 -2.7324
C19 2.8390 0.1177 -1.1724
C20 0.7841 1.3348 -4.3538
C21 3.3021 1.4153 -1.4000
N7 -6.3523 0.9499 0.3068
C22 4.0728 1.6384 -2.5374
H31 -1.1422 2.5822 1.5843
C23 -2.6232 -1.2827 4.0370
C24 0.4119 0.6287 -3.2269
C25 -0.8475 2.3634 2.6148
C26 3.1233 -0.9399 -2.0369
H32 -2.5248 -1.3997 0.7839
C27 2.3905 -0.2685 1.1220
C28 -2.8974 1.4823 -0.6871
C29 -0.9510 -0.1651 2.7555
H33 -4.9234 -1.1545 1.1369
C30 -3.0298 -0.5141 0.4229
C31 -4.3771 -0.3799 0.6163
C32 -0.6618 -4.2296 -1.3950
H34 -3.0625 -2.1987 4.4132
H35 -0.0738 -2.6438 2.1997
H36 -6.8163 1.7675 -0.0488
H37 -1.1708 3.2002 3.2309
H38 4.9831 0.7951 -4.2829
C33 1.3464 -0.3343 2.2083
H39 2.0737 2.4346 0.0803

Atomic forces in eV per Å
0.0 0.0 0.0
0.0 0.0 0.0
0.0 0.0 0.0
0.0 0.0 0.0
0.0 0.0 -0.1
0.0 0.0 0.0
0.0 0.0 0.0
0.0 0.0 0.0
0.0 0.0 0.0
0.0 0.0 0.0
0.0 0.0 0.1
0.0 0.0 0.0
0.0 0.0 0.0
0.0 0.0 0.0
0.0 0.0 0.0
0.0 0.0 0.0
0.0 0.0 0.0
-0.1 0.0 0.2
0.1 -0.1 -0.1
0.0 0.0 0.0
-0.1 0.0 0.1
0.0 0.0 0.0
-0.1 0.0 0.1
-0.1 0.0 0.0
0.0 0.0 0.0
0.0 0.0 0.0
0.0 0.0 0.0
0.0 0.0 0.0
0.0 0.0 0.0
0.0 0.0 0.0
-0.1 0.0 -0.2
0.0 0.0 0.0
0.1 0.0 0.1
0.0 0.0 0.0
0.0 0.0 0.0
0.0 0.0 0.0
0.0 0.0 0.0
0.1 0.0 0.0
0.0 0.0 0.0
0.0 0.0 0.0
-0.1 0.0 0.0
0.1 0.0 0.0
0.0 0.0 0.0
0.0 0.0 0.0
0.0 0.0 0.0
0.0 0.0 0.0
0.0 0.0 0.0
0.0 0.0 0.0
0.0 0.1 0.3
0.0 -0.1 -0.1
0.0 0.0 0.0
0.0 0.0 0.0
0.0 0.0 0.0
0.0 0.0 0.0
0.0 0.0 0.0
0.0 0.0 -0.1
0.0 0.0 0.0
0.0 0.0 0.0
0.0 0.0 0.0
0.0 0.0 0.0
0.0 0.0 -0.1
0.0 0.0 0.0
0.0 0.0 0.0
0.0 0.0 0.0
0.0 0.0 0.0
0.0 0.0 0.0
0.0 0.0 -0.2
0.0 0.0 0.1
0.0 0.0 0.0
0.0 0.0 0.0
0.0 0.0 0.0
0.0 0.0 0.0
0.0 0.0 0.0
0.0 0.0 0.0
0.0 0.0 0.1
0.0 0.0 0.0
0.0 0.0 0.0
0.0 0.0 0.0
-0.1 0.1 0.0
0.0 0.0 0.0

Mulliken population analysis, charges in e, atoms 1 to 6: -0.4030, -1.1347, 0.3906, 0.3867, -1.0678, 0.5105

=====

Molar mass for every record listed, in sequence, given in g mol⁻¹: 464.863 585.720.
Energy for every record listed, in sequence, given in eV: -49105.98632 -73696.69744.